1.
{"formula": "C16H26N2O2SeSiV", "method": "the ωB97M-V functional and the def2-TZVPD basis", "total_energy_ev": -122998.9055, "homo_lumo_gap_ev": [7.7, 8.5], "de_lowest_kcal_mol": 1.0, "spin_multiplicity": 3, "e_lumo_ev": [-3.320, -2.856], "charge": 1, "elements": ["H", "C", "N", "H", "C", "C", "H", "C", "H", "H", "H", "O", "H", "H", "C", "C", "C", "C", "Si", "H", "H", "H", "H", "H", "H", "H", "H", "C", "H", "H", "H", "V", "N", "H", "C", "H", "H", "C", "C", "H", "C", "H", "O", "C", "H", "H", "C", "C", "Se"], "positions_angstrom": [[3.588, -2.118, 0.402], [0.409, 0.420, 2.341], [0.190, 1.400, -0.502], [-0.140, 4.225, 0.837], [1.795, -3.321, 0.154], [2.796, 0.599, -2.527], [-0.213, 1.793, -2.575], [0.221, 2.182, 0.577], [-5.123, -2.312, -1.873], [-0.510, 4.389, -1.673], [0.879, 3.771, 2.649], [0.134, -0.578, 1.457], [1.213, 3.129, 4.979], [-3.059, 1.323, -1.190], [-0.265, 3.478, -1.157], [-3.202, -1.299, 0.654], [0.480, 1.765, 1.954], [0.605, 0.062, 3.671], [-3.059, -1.156, -1.195], [1.209, -2.821, 0.931], [-3.896, -2.442, -3.137], [-3.789, -3.460, -1.699], [-4.662, 0.684, -1.543], [1.988, 0.246, -3.169], [3.489, -2.986, -1.143], [1.125, -3.662, -0.633], [4.115, -0.183, -0.991], [0.981, 2.373, 4.243], [-3.426, 0.696, -2.804], [-2.573, -0.570, 1.169], [2.426, 1.397, -1.886], [0.559, -0.579, -0.315], [-0.053, 3.446, 0.208], [-2.904, -2.293, 0.994], [2.910, -2.464, -0.381], [0.526, -0.981, 3.945], [3.891, -1.255, -2.385], [0.780, 2.729, 2.926], [3.397, -0.529, -1.739], [3.567, 1.032, -3.166], [-0.113, 2.209, -1.588], [2.233, -4.195, 0.638], [2.356, -1.273, -1.034], [-3.595, 0.546, -1.735], [-4.236, -1.131, 0.962], [1.040, 0.748, 5.644], [-4.057, -2.465, -2.058], [0.887, 1.034, 4.611], [-0.913, -1.603, -1.851]], "lowdin_spin": [0.000, 0.008, 0.000, 0.000, 0.000, 0.004, 0.000, 0.014, 0.000, 0.000, 0.000, 0.013, 0.000, 0.000, 0.000, -0.001, 0.000, -0.002, 0.003, 0.000, 0.000, 0.000, 0.001, 0.001, 0.000, 0.000, 0.000, -0.002, 0.000, 0.000, 0.001, 1.935, 0.006, 0.000, 0.003, 0.000, 0.000, 0.003, 0.005, 0.000, 0.006, 0.000, 0.018, 0.003, 0.000, 0.000, -0.002, 0.002, -0.020]}

2.
{"formula": "C4H8O2", "method": "the ωB97M-V functional and the def2-TZVPD basis", "total_energy_ev": -8371.5305, "homo_lumo_gap_ev": 10.7, "smiles": "CO[C@@H](C)C=O", "de_lowest_kcal_mol": 40.4, "spin_multiplicity": 1, "e_lumo_ev": 0.932, "charge": 0, "elements": ["H", "C", "O", "C", "H", "H", "C", "O", "H", "H", "C", "H", "H", "H"], "positions_angstrom": [[1.963, -1.163, -0.764], [-1.682, 1.156, -0.069], [-0.306, 0.993, 0.209], [1.104, -0.584, -1.081], [-1.850, 2.234, -0.060], [0.651, -1.206, -1.855], [0.975, -0.583, 1.430], [2.043, -1.144, 1.467], [1.409, 0.380, -1.504], [-2.327, 0.691, 0.695], [0.199, -0.330, 0.130], [0.461, -0.203, 2.341], [-0.660, -1.019, 0.123], [-1.978, 0.776, -1.061]], "nbo_charge": [0.243, -0.248, -0.537, -0.652, 0.199, 0.212, 0.435, -0.511, 0.228, 0.167, -0.009, 0.115, 0.188, 0.170]}

3.
{"formula": "C3H5NO2", "method": "the ωB97M-V functional and the def2-TZVPD basis", "total_energy_ev": -8776.9425, "homo_lumo_gap_ev": 11.0, "smiles": "O=CCNC=O", "de_lowest_kcal_mol": 17.3, "spin_multiplicity": 1, "e_lumo_ev": 0.818, "charge": 0, "elements": ["H", "O", "C", "C", "H", "O", "H", "H", "C", "H", "N"], "positions_angstrom": [[-2.317, -0.252, -1.440], [2.090, -0.676, -0.801], [-1.791, 0.145, -0.554], [0.336, 0.127, 0.614], [2.531, 0.255, 0.935], [-2.286, 0.956, 0.205], [-0.121, -0.915, -1.141], [0.165, -0.357, 1.587], [1.770, -0.111, 0.219], [0.168, 1.200, 0.778], [-0.545, -0.373, -0.403]], "nbo_charge": [0.117, -0.526, 0.530, -0.342, 0.123, -0.611, 0.419, 0.225, 0.438, 0.246, -0.619]}

4.
{"formula": "C3H3N3", "method": "the ωB97M-V functional and the def2-TZVPD basis", "total_energy_ev": -7626.4775, "homo_lumo_gap_ev": 9.4, "de_lowest_kcal_mol": 70.8, "spin_multiplicity": 1, "e_lumo_ev": -0.420, "charge": 0, "elements": ["C", "C", "N", "N", "H", "C", "H", "N", "H"], "positions_angstrom": [[-0.002, -0.808, 0.501], [-0.729, -1.553, -0.485], [-0.819, 0.502, 1.573], [-1.277, -2.145, -1.320], [0.110, 1.463, -1.211], [-0.118, 0.612, 0.558], [0.950, -1.244, 0.812], [0.443, 1.547, -0.266], [1.441, 1.626, -0.162]], "nbo_charge": [-0.277, 0.230, -0.170, -0.290, 0.402, 0.332, 0.243, -0.871, 0.401]}

5.
{"formula": "C4H4N", "method": "the ωB97M-V functional and the def2-TZVPD basis", "total_energy_ev": -5686.4211, "homo_lumo_gap_ev": [7.4, 7.4], "de_lowest_kcal_mol": 120.7, "spin_multiplicity": 1, "e_lumo_ev": [-7.834, -8.133], "charge": 1, "elements": ["N", "H", "C", "H", "C", "H", "H", "C", "C"], "positions_angstrom": [[-0.934, -0.939, 0.099], [-3.734, 1.174, 0.229], [1.295, -0.091, 0.117], [3.223, 0.732, 0.764], [-2.834, 0.622, 0.182], [-0.615, -1.583, -0.610], [2.939, -0.011, -0.885], [-1.866, -0.132, -0.004], [2.525, 0.229, 0.109]], "nbo_charge": [-0.301, 0.274, 0.354, 0.331, 0.126, 0.437, 0.344, 0.148, -0.713]}

6.
{"formula": "C46H41NOPPdTe", "method": "the ωB97M-V functional and the def2-TZVPD basis", "total_energy_ev": -71962.6117, "homo_lumo_gap_ev": 7.4, "spin_multiplicity": 1, "e_lumo_ev": -2.707, "charge": 1, "elements": ["C", "H", "C", "H", "C", "C", "H", "C", "Te", "O", "C", "C", "H", "C", "C", "H", "H", "H", "C", "H", "H", "C", "H", "C", "C", "C", "H", "H", "C", "H", "P", "C", "H", "C", "C", "C", "H", "C", "H", "C", "H", "H", "Pd", "C", "C", "C", "H", "H", "C", "C", "H", "H", "C", "H", "C", "C", "H", "C", "C", "H", "H", "C", "C", "H", "C", "C", "N", "H", "H", "H", "C", "C", "C", "H", "H", "H", "C", "H", "H", "H", "C", "C", "C", "H", "C", "H", "H", "C", "C", "H", "C", "H"], "positions_angstrom": [[-1.555, 5.643, 0.241], [-1.359, 6.682, 0.473], [2.819, -0.232, 1.531], [3.076, -2.157, 2.460], [3.365, -0.758, -2.440], [-3.954, 0.868, -3.507], [4.922, -3.787, -2.497], [0.123, -2.700, 5.418], [-2.523, 0.981, -0.838], [-2.556, -3.132, 2.468], [2.224, -2.371, -1.024], [4.927, -1.383, 1.720], [2.617, 2.475, -3.168], [-3.380, -3.378, 1.305], [-3.118, 3.870, -0.220], [2.888, 1.631, 0.452], [-1.558, 0.760, 2.253], [-0.642, -2.243, -1.722], [-0.507, -2.151, 3.140], [0.776, 1.993, -1.622], [-3.689, 5.894, 0.197], [1.352, -0.014, -1.238], [1.417, -2.621, -0.344], [-1.894, 1.914, -5.054], [-0.507, 3.717, 3.513], [-2.750, -2.519, 0.201], [-3.318, -4.441, 1.080], [1.792, -1.602, 6.214], [-4.117, 1.010, -4.881], [-3.222, 1.649, -6.719], [1.013, -0.202, 1.624], [1.366, -1.071, 4.187], [-1.821, -4.192, -0.727], [-0.876, 1.552, 2.548], [-1.527, -2.371, 2.079], [4.306, -1.771, -2.760], [-4.405, -3.115, 1.552], [4.823, 0.745, 0.608], [-4.296, -4.465, -0.975], [2.298, -1.049, -1.551], [-4.137, 3.527, -0.345], [5.115, -1.528, -3.440], [-0.234, -0.633, -0.139], [-1.376, 2.704, 3.130], [1.365, 2.406, 2.743], [-2.055, 2.984, -0.370], [-5.051, 0.720, -5.344], [-1.418, -3.195, -2.958], [-0.750, 3.418, -0.195], [3.137, -3.327, -1.357], [6.623, -0.396, 0.858], [5.494, -2.242, 2.052], [2.546, 1.492, -2.719], [-2.443, 2.816, 3.279], [-3.090, 1.534, -5.651], [-1.625, -2.560, -2.097], [0.069, 2.717, -0.249], [-2.752, 1.244, -2.917], [1.481, 1.205, -1.833], [5.308, 1.549, 0.070], [-1.094, 2.325, -5.656], [-2.864, 5.202, 0.085], [-1.717, 1.761, -3.686], [2.433, 2.294, 2.626], [0.573, -1.262, 3.056], [3.473, 0.538, -3.006], [-1.556, -1.962, 0.867], [0.519, 5.088, 0.242], [-4.360, -3.001, -1.964], [4.295, 0.750, -3.679], [-0.501, 4.751, 0.104], [4.200, -3.023, -2.239], [1.155, -1.777, 5.357], [1.539, 4.345, 3.634], [-3.524, -4.437, -2.556], [-4.764, 0.481, -2.901], [0.858, 3.564, 3.324], [-1.535, -3.556, 4.387], [2.168, -0.345, 4.152], [-0.053, -3.273, 6.318], [0.497, 1.396, 2.341], [5.558, -0.348, 1.048], [-2.422, -3.334, -1.052], [-2.175, -1.689, -2.461], [-0.707, -2.867, 4.325], [-0.893, 4.621, 3.963], [-0.782, 2.048, -3.227], [-3.726, -3.841, -1.666], [3.560, -1.330, 1.958], [-3.403, -1.689, -0.084], [3.460, 0.799, 0.838], [3.053, -4.324, -0.944]], "mulliken_charge": [-0.613, 0.423, 0.747, 0.455, 0.984, -0.421, 0.413, -0.739, 0.683, -0.492, -0.136, -0.895, 0.517, -0.729, -0.798, 0.597, 0.552, -0.091, 0.005, -0.082, 0.429, -0.885, 0.358, -0.693, -0.692, -0.609, 0.373, 0.456, -0.618, 0.400, 1.450, -0.703, 0.248, -0.799, 0.204, -0.903, 0.297, -1.120, 0.414, 2.706, 0.510, 0.433, 0.044, -0.872, -0.149, 0.507, 0.400, 0.489, 0.627, -1.146, 0.440, 0.433, -1.508, 0.477, -0.482, -1.088, -0.431, 0.376, 0.529, 0.449, 0.425, -0.682, -0.113, 0.546, 0.473, -1.059, 1.153, 0.499, 0.339, 0.406, -0.884, -0.759, -0.872, 0.478, 0.437, 0.434, -0.883, 0.552, 0.516, 0.432, 0.751, -0.729, 0.836, 0.086, -0.883, 0.431, 0.214, -1.598, -0.643, 0.289, -0.384, 0.461]}

- What is the formula in the fifth record?
  C4H4N